Entry 1:
The following is a quantum chemistry calculation of a cluster of 2 separate species, C2H9N3O in total at a distorted geometry, from the OMol25 dataset.

Last column: Mulliken charge in e.
Element x y z (Å)
N1 -1.2541 -1.3130 -1.9614  -0.377
C1 -1.8961 -1.8407 -3.0579  0.111
O1 -2.9286 -1.4232 -3.5066  -0.503
H1 -0.2637 -1.5246 -1.8989  0.244
H2 -1.4753 -0.3512 -1.7445  0.237
H3 -1.3893 -2.7304 -3.4677  0.286
N2 1.1023 1.3663 0.6118  -0.511
C2 1.4466 0.8563 1.9567  -0.391
N3 0.3651 0.8598 2.9227  -0.603
H4 0.9395 0.5836 0.0076  0.177
H5 1.6607 2.1518 0.3400  0.211
H6 1.9238 -0.1183 1.8677  0.315
H7 2.2267 1.4934 2.3811  0.332
H8 -0.0763 1.7724 2.8793  0.254
H9 -0.3814 0.2176 2.6701  0.215

Force components x, y, z for each atom (eV/Å):
0.58 0.04 -0.35
0.15 -0.02 0.30
-0.24 0.12 -0.14
-0.30 -0.05 0.07
-0.21 -0.06 0.07
0.02 -0.02 0.04
-0.52 -0.53 1.78
0.31 0.76 -0.26
-0.27 -0.19 -0.15
0.37 0.47 -0.81
0.17 -0.29 -0.72
-0.35 -0.29 0.22
-0.04 0.11 -0.12
0.10 0.06 0.13
0.24 -0.12 -0.08

The HOMO energy comes out at -9.370 eV. The SMILES is NC=O.NCN. Its energy is -8737.5755 eV. The multiplicity is 1.

***

Entry 2:
The following is a quantum chemistry calculation of a structure of composition C56H53BaBr2Cl4GeN5O5Se2 at a distorted geometry, from the OMol25 dataset.

Last column: Mulliken charge in e.
Element x y z (Å)
Ba1 -0.0834 -0.4416 -0.2454  2.751
Se1 -2.9049 -1.1520 0.1341  0.667
Se2 -3.5663 0.6550 1.5985  -0.214
C1 -3.2330 1.9831 0.2586  0.065
C2 -4.0876 3.0780 0.1244  -0.821
C3 -3.8346 3.9857 -0.8862  -0.448
C4 -2.7509 3.7691 -1.7288  -1.044
C5 -1.9505 2.6606 -1.5038  -0.595
N1 -2.1821 1.7956 -0.5247  0.836
C6 -2.4472 -2.3406 1.5509  0.110
C7 -3.3991 -3.2075 2.0669  -0.842
C8 -2.9955 -4.1336 3.0118  -0.508
C9 -1.6628 -4.1605 3.3900  -1.092
C10 -0.7969 -3.2504 2.8118  -0.275
N2 -1.1822 -2.3449 1.9269  0.907
H1 -4.9248 3.1897 0.7993  0.477
H2 -4.4771 4.8454 -1.0254  0.419
H3 -2.5317 4.4406 -2.5426  0.491
H4 -1.0869 2.4404 -2.1123  0.543
H5 -4.4229 -3.1510 1.7278  0.600
H6 -3.7034 -4.8318 3.4332  0.457
H7 -1.3032 -4.8739 4.1125  0.515
H8 0.2557 -3.2441 3.0665  0.356
C11 3.6654 -0.5163 -1.9258  -1.375
C12 3.6060 -1.0244 -0.5354  0.381
C13 4.6030 -1.9108 -0.0623  -1.058
C14 4.5362 -2.4008 1.2098  -1.283
C15 3.5016 -1.9643 2.0658  1.302
C16 3.3366 -2.3464 3.4138  -0.070
Br1 4.5654 -3.5470 4.2348  -0.229
C17 2.3123 -1.8429 4.1715  -0.206
C18 1.4398 -0.8939 3.6282  -0.240
Br2 0.0427 -0.1786 4.6921  -0.094
C19 1.5657 -0.4484 2.3310  -0.141
O1 0.7925 0.5288 1.8330  -1.588
C20 2.5787 -1.0331 1.5232  -0.081
N3 2.6255 -0.6228 0.2409  0.498
H9 4.6677 -0.1592 -2.1605  0.618
H10 2.9360 0.2749 -2.0782  0.169
H11 3.4436 -1.3274 -2.6193  -0.122
H12 5.3986 -2.2048 -0.7298  0.547
H13 5.2759 -3.0973 1.5784  0.466
H14 2.1896 -2.1451 5.1979  0.565
Cl1 -4.2225 -5.4814 -0.7396  -0.169
C21 -4.2459 -5.4485 -2.4698  1.097
C22 -5.2475 -4.7241 -3.0872  -0.751
C23 -5.3629 -4.7102 -4.4644  -0.639
C24 -4.4544 -5.4188 -5.2302  -0.760
C25 -3.4424 -6.1189 -4.6069  0.895
Cl2 -2.3030 -6.9873 -5.5958  -0.293
C26 -3.2973 -6.1697 -3.2101  -0.913
N4 -2.3323 -6.9664 -2.6630  0.155
C27 -1.7833 -6.8822 -1.3630  -0.561
C28 -1.9761 -7.9594 -0.5030  -0.456
C29 -1.4353 -7.9570 0.7671  -0.759
C30 -0.6842 -6.8697 1.1832  -0.740
C31 -0.4722 -5.8082 0.3245  -0.744
C32 -0.9985 -5.7964 -0.9608  0.458
C33 -0.7027 -4.6344 -1.8642  0.090
C34 -1.0793 -3.3332 -1.1455  0.376
O2 -2.2988 -3.0842 -1.0723  -1.197
O3 -0.1713 -2.6162 -0.6828  -0.600
H15 -5.9526 -4.1885 -2.4732  0.466
H16 -6.1587 -4.1608 -4.9378  0.398
H17 -4.5306 -5.4376 -6.3041  0.509
H18 -1.7997 -7.4966 -3.3393  0.230
H19 -2.5768 -8.7910 -0.8420  0.509
H20 -1.5968 -8.7954 1.4281  0.387
H21 -0.2552 -6.8572 2.1724  0.487
H22 0.1219 -4.9640 0.6439  0.535
H23 -1.2815 -4.6956 -2.7842  0.140
H24 0.3614 -4.6092 -2.1054  0.607
Cl3 4.1910 -3.5881 -3.8692  -0.172
C35 4.3418 -2.8380 -5.4196  0.856
C36 5.5239 -2.9616 -6.1262  -0.672
C37 5.6350 -2.3522 -7.3647  -0.460
C38 4.5770 -1.6283 -7.8842  -0.569
C39 3.3985 -1.5173 -7.1659  0.786
Cl4 2.0940 -0.5844 -7.8013  -0.175
C40 3.2454 -2.1293 -5.9146  -1.492
N5 2.0860 -2.0349 -5.1363  0.466
C41 0.8473 -2.4262 -5.6303  0.196
C42 0.7199 -3.2561 -6.7412  -0.340
C43 -0.5262 -3.6658 -7.1769  -0.936
C44 -1.6666 -3.2350 -6.5243  -0.777
C45 -1.5456 -2.4447 -5.3935  -0.586
C46 -0.3060 -2.0499 -4.9162  -0.178
C47 -0.2173 -1.4213 -3.5581  0.514
C48 0.5126 -0.1014 -3.2755  0.008
O4 1.4082 0.3106 -4.0151  -0.910
O5 0.1989 0.4299 -2.1743  -0.625
H25 6.3411 -3.5289 -5.7124  0.454
H26 6.5552 -2.4361 -7.9191  0.375
H27 4.6612 -1.1398 -8.8425  0.442
H28 2.0054 -1.1219 -4.6539  0.360
H29 1.6093 -3.5830 -7.2614  0.524
H30 -0.6014 -4.3214 -8.0303  0.433
H31 -2.6455 -3.5243 -6.8733  0.406
H32 -2.4381 -2.1415 -4.8616  0.392
H33 0.3534 -2.1182 -2.9341  0.106
H34 -1.2199 -1.3262 -3.1327  0.616
C49 -1.7183 5.8551 2.7533  -1.298
C50 -0.9237 5.7605 1.4557  -0.434
C51 0.3371 4.9071 1.5799  -0.267
C52 0.0152 3.4418 1.8548  0.138
Ge1 1.6039 2.2506 1.7400  0.771
C53 2.8453 2.2699 3.3288  -0.533
C54 3.3386 3.6251 3.8441  -0.616
C55 4.4886 4.2475 3.0510  -0.644
C56 4.0589 4.8322 1.7125  -0.669
H35 -2.4959 6.6076 2.6552  0.401
H36 -1.0722 6.1408 3.5806  0.322
H37 -2.1910 4.9062 2.9890  0.283
H38 -0.6261 6.7645 1.1490  0.449
H39 -1.5580 5.3443 0.6707  0.017
H40 0.9615 5.3087 2.3817  0.022
H41 0.9035 4.9810 0.6471  0.443
H42 -0.7109 3.0857 1.1232  -0.759
H43 -0.4262 3.3323 2.8464  0.655
H44 2.2789 2.1600 0.3731  -0.156
H45 3.7003 1.6192 3.1305  0.321
H46 2.2655 1.8124 4.1339  0.366
H47 3.6816 3.4749 4.8712  0.404
H48 2.5070 4.3326 3.8838  0.216
H49 5.2666 3.4959 2.8964  0.287
H50 4.9207 5.0451 3.6590  0.379
H51 3.6500 4.0559 1.0674  0.057
H52 4.9052 5.2860 1.2035  0.436
H53 3.3025 5.5995 1.8592  0.200

Force components x, y, z for each atom (eV/Å):
-0.16 1.50 3.15
-2.41 -0.26 -0.07
0.12 0.12 0.20
-0.22 0.03 0.19
0.06 -0.12 0.13
0.12 -0.03 -0.03
0.00 -0.04 0.05
-0.11 0.40 -0.22
0.20 -0.34 0.08
-0.22 -0.18 0.25
-0.12 -0.03 0.03
0.07 0.04 0.00
-0.07 0.00 -0.06
0.08 -0.16 0.29
0.24 0.32 -0.07
-0.04 0.00 -0.05
-0.02 0.00 0.00
0.04 0.08 -0.09
0.12 0.03 -0.17
-0.01 -0.03 -0.06
-0.07 -0.04 0.04
0.08 -0.11 0.09
0.04 -0.03 0.07
-0.19 0.08 -0.20
0.07 0.00 0.33
-0.01 -0.28 0.32
0.09 0.11 -0.31
-0.28 0.20 0.00
-0.05 -0.02 0.26
-0.18 0.11 -0.12
0.30 -0.16 -0.03
-0.40 0.32 -0.19
0.24 -0.11 -0.07
0.29 -0.30 0.86
0.74 1.30 1.25
0.25 -0.38 0.46
0.74 0.26 -0.44
0.03 0.04 -0.03
0.06 0.05 -0.07
-0.01 -0.02 -0.10
0.06 -0.05 -0.06
0.01 -0.02 0.01
-0.01 -0.05 0.13
-0.42 -0.01 0.19
0.07 0.05 -0.07
0.02 0.01 -0.04
0.04 -0.01 -0.02
0.01 0.00 0.16
-0.02 0.08 -0.03
0.03 -0.04 -0.03
-0.36 0.10 -0.10
0.23 -0.34 -0.34
0.53 -0.10 0.41
0.02 0.06 -0.08
0.05 -0.02 0.01
-0.04 0.00 0.01
0.03 -0.02 0.03
-0.11 -0.37 -0.10
-0.01 0.37 0.06
-0.57 -1.31 -0.91
-0.06 0.11 -0.10
0.67 -2.64 -0.15
-0.05 0.07 0.11
-0.11 0.09 -0.06
0.05 0.00 -0.16
-0.05 0.09 0.14
-0.07 -0.03 -0.05
-0.02 -0.07 0.05
0.07 0.03 0.16
0.09 0.10 0.06
0.07 0.04 -0.04
0.00 -0.02 -0.05
0.17 -0.26 0.16
-0.10 0.07 -0.16
0.01 0.06 -0.04
-0.07 -0.04 0.14
-0.05 0.04 -0.09
0.04 -0.10 0.24
0.09 0.19 -0.14
0.19 -0.13 -0.19
-0.11 0.42 0.23
-0.35 -0.30 0.01
0.04 -0.04 0.10
-0.02 0.06 0.01
-0.13 -0.06 -0.06
0.05 0.03 -0.10
0.20 0.07 -0.16
0.10 0.27 0.13
0.26 -0.32 -1.38
0.04 0.19 -0.15
0.22 2.31 -3.06
0.08 -0.06 0.08
0.11 -0.01 -0.10
-0.02 0.04 -0.07
0.08 -0.11 -0.17
0.05 -0.04 -0.04
-0.02 -0.06 -0.14
-0.10 -0.07 -0.04
-0.04 -0.01 0.12
-0.09 -0.12 0.11
0.06 -0.16 0.01
0.06 -0.01 -0.30
0.16 0.05 0.18
-0.11 -0.05 -0.21
0.63 -0.34 0.05
-0.32 -0.01 1.03
-0.49 0.03 -0.53
0.17 0.03 -0.14
-0.23 0.07 0.07
0.11 -0.15 0.22
-0.15 0.04 0.08
0.05 0.03 0.15
-0.09 -0.11 0.13
-0.03 0.05 -0.11
-0.02 0.04 -0.12
0.08 0.06 -0.04
0.08 0.10 0.03
-0.03 -0.14 0.01
0.02 -0.20 0.01
0.02 0.18 -0.11
-0.05 -0.08 -0.07
-0.08 -0.16 -0.14
-0.08 0.03 0.01
-0.03 0.08 0.12
0.06 0.00 0.04
0.10 -0.02 -0.01
-0.02 0.02 -0.20
0.03 0.02 -0.15
-0.11 0.09 -0.04

The HOMO energy comes out at -7.283 eV. Its energy is -454702.2599 eV. The multiplicity is 1.

***

Entry 3:
The following is a quantum chemistry calculation of a structure of composition C27H28ClNO3P2Sn at a distorted geometry, from the OMol25 dataset.

Last column: Mulliken charge in e.
Element x y z (Å)
C1 -1.9624 2.6119 -4.2384  -0.666
C2 -1.5846 1.3422 -3.8266  0.265
C3 -0.1882 1.0819 -3.6287  0.512
C4 0.8386 2.0047 -4.0531  0.404
C5 0.3690 3.3447 -4.1435  -0.949
C6 -0.9913 3.6239 -4.3141  -0.672
C7 2.1692 1.4800 -4.2635  -1.030
C8 2.4770 0.3024 -3.4630  0.490
C9 1.3945 -0.5565 -3.0538  0.445
C10 1.6012 -1.9244 -2.6568  0.369
C11 2.8995 -2.3800 -2.5066  -0.679
C12 3.9502 -1.4430 -2.5611  -0.667
C13 3.7276 -0.1194 -2.9350  -0.971
H1 -3.0182 2.8418 -4.3934  0.430
H2 1.1182 4.1371 -4.1332  0.492
H3 -1.3286 4.6638 -4.4441  0.403
H4 2.9748 2.1293 -4.5915  0.435
H5 3.0951 -3.4172 -2.2317  0.442
H6 4.9519 -1.7579 -2.2214  0.407
H7 4.5232 0.6366 -2.9028  0.461
N1 0.1656 -0.0123 -2.9181  0.221
Sn1 1.5453 3.5088 0.3563  0.329
C14 -2.5939 0.2577 -3.5091  -1.059
H8 -2.4321 -0.5822 -4.1924  0.453
H9 -3.6190 0.6349 -3.6297  0.562
C15 0.4047 -2.7959 -2.3239  -1.116
H10 -0.1903 -2.9580 -3.2316  0.442
H11 0.6964 -3.7758 -1.9067  0.575
P1 -2.4674 -0.4946 -1.8482  0.941
P2 -0.7866 -2.0514 -1.1430  1.091
C16 0.2000 -1.2559 0.1543  -1.374
H12 -0.4176 -1.0630 1.0407  0.518
H13 1.0301 -1.9217 0.4313  0.520
H14 0.6107 -0.3093 -0.2072  0.203
C17 -1.6448 -3.4194 -0.3349  -1.182
H15 -0.9909 -4.2993 -0.3550  0.460
H16 -1.8805 -3.1682 0.7083  0.404
H17 -2.5695 -3.6420 -0.8805  0.411
C18 -2.2504 0.9111 -0.7065  -1.453
H18 -2.9902 1.6806 -0.9848  0.529
H19 -2.4170 0.6182 0.3428  0.514
H20 -1.2458 1.3407 -0.8295  0.273
C19 -4.0912 -1.1714 -1.4134  -1.211
H21 -4.1820 -1.2854 -0.3237  0.409
H22 -4.8734 -0.4892 -1.7768  0.469
H23 -4.2106 -2.1491 -1.8987  0.421
C20 -0.5916 2.1645 1.7311  0.255
O1 -0.8269 1.4481 2.6053  -0.214
H24 2.8945 2.4439 0.4922  0.057
Cl1 3.6122 0.7712 8.1034  -0.173
C21 3.4409 1.1150 6.4375  0.400
C22 3.7355 0.1027 5.4977  -0.571
C23 3.5794 0.3662 4.1367  -0.439
C24 3.1449 1.6530 3.8233  0.240
C25 2.8897 2.6672 4.7223  -0.492
C26 3.0047 2.4020 6.0662  -0.633
C27 2.7328 2.1051 2.4985  0.960
O2 2.6734 1.3132 1.4590  -0.667
O3 2.2497 3.3183 2.4003  -0.720
H25 4.0577 -0.8872 5.8207  0.404
H26 3.7545 -0.3690 3.3535  0.445
H27 2.5372 3.6255 4.3600  0.469
H28 2.7503 3.1793 6.7868  0.405

Force components x, y, z for each atom (eV/Å):
-0.15 -1.22 0.51
0.13 0.99 0.61
0.89 -0.28 1.06
-0.03 -1.05 -0.67
-0.62 0.59 -1.41
1.46 0.74 0.45
-0.99 0.01 4.04
-0.69 -0.15 -1.03
-0.48 1.15 0.57
0.54 0.31 0.72
-1.07 0.25 0.14
0.70 1.26 0.23
1.22 -0.58 -1.00
0.31 0.00 -0.09
-0.33 -0.03 -0.31
0.32 -0.60 0.05
-0.08 -0.07 -0.10
0.01 0.26 -0.14
-0.64 0.30 -0.29
-0.09 -0.62 -0.14
-1.20 -1.82 -1.96
0.44 1.17 0.09
0.92 -0.51 -0.63
-0.27 0.02 -0.22
0.16 -0.26 0.24
-0.41 0.57 -0.91
0.10 -0.30 -0.02
-0.16 0.45 -0.08
0.45 0.78 1.26
0.33 0.53 0.29
-0.42 0.54 -0.03
0.14 -0.08 -0.18
-0.24 0.05 -0.20
0.11 -0.15 0.07
-0.47 0.04 -0.11
-0.15 0.16 0.02
0.00 -0.03 -0.32
0.18 -0.19 0.21
0.30 -0.16 0.04
0.19 -0.31 0.03
0.06 0.04 -0.45
-0.31 -0.10 0.04
0.18 -0.55 -0.13
0.05 0.00 -0.33
0.27 -0.15 0.09
-0.22 0.22 0.13
-0.95 -2.67 2.98
0.75 2.25 -2.55
0.84 0.62 -2.37
0.04 -0.18 0.40
-0.09 0.23 -0.59
-0.07 0.18 -0.19
-0.23 0.60 0.80
-0.07 0.76 -1.35
0.02 -0.20 1.51
0.32 -0.52 0.31
-1.14 -1.48 -2.50
-0.14 0.25 3.51
-0.08 -0.90 -0.85
-0.06 0.38 0.13
-0.02 0.17 0.27
0.18 -0.24 0.30
0.23 -0.46 0.06

The HOMO energy comes out at -11.435 eV. As for the total charge: +2. Its energy is -72999.1539 eV. The multiplicity is 1.

***

What is the formula in the first record?
C2H9N3O